# C5H14NOS

A 2-piece molecular cluster, C5H14NOS overall at a distorted geometry (ωB97M-V/def2-TZVPD, the Open Molecules 2025 dataset).

Computed properties:
- spin multiplicity = 2
- total charge = -2
- DFT total energy (Ha) = -726.97405
- energy above the lowest of the compared OMol25 structures with the same formula, charge and spin (kcal/mol) = 8.0
- ⟨S²⟩ = 0.75
- Kohn-Sham gap (alpha / beta) (eV) = 2.12 / 6.25
- LUMO level (alpha / beta) (eV) = 5.82 / 5.70

Last column: natural (NBO) charge in e.
Element x y z (Å)
C1 1.30 0.42 -0.38  -0.432
C2 1.22 -1.01 0.12  -0.511
S1 2.86 -1.89 0.04  -0.773
C3 -0.01 1.16 -0.65  -0.231
N1 -0.96 0.54 -1.54  -0.657
C4 -2.34 0.40 -1.06  -0.548
C5 -2.52 -0.45 0.19  -1.069
H1 1.92 0.38 -1.27  0.197
H2 1.85 1.06 0.30  0.193
H3 0.51 -1.62 -0.44  0.181
H4 0.99 -1.06 1.18  0.175
H5 0.26 2.17 -0.98  0.152
H6 -0.44 1.44 0.33  0.168
H7 -0.62 -0.36 -1.83  0.347
H8 -2.83 1.37 -1.04  0.166
H9 -2.90 -0.10 -1.83  0.172
H10 -3.48 -0.36 0.72  0.149
H11 -2.46 -1.51 -0.09  0.178
H12 -1.79 -0.25 0.98  0.187
H13 2.46 0.19 2.64  0.460
H14 3.58 -0.55 1.93  0.506
O1 3.40 0.05 2.70  -1.010